(1)
C4H5NO | ωB97M-V/def2-TZVPD

Structure (XYZ):
```
11
C4H5NO, DFT ωB97M-V/def2-TZVPD
C -1.978 -0.834 -0.233
C -1.029 0.064 0.251
C 1.140 0.930 -0.076
C 2.066 -0.252 -0.148
H -2.114 -1.247 -1.397
H -2.550 -1.431 0.537
H -0.862 0.280 1.370
H 1.128 1.189 0.960
H 1.604 1.801 -0.606
N 2.759 -1.198 -0.111
O -0.165 0.698 -0.547
```

Summary:
Lowest unoccupied orbital energy = 0.0282 hartree
Frontier orbital gap = 10.142 eV
SMILES = C=COCC#N
Energy above the lowest of the compared OMol25 structures with the same formula, charge and spin = 2.5205 eV

These are the Mulliken partial charges, in e, on atoms 1 to 2: -0.628 0.142



(2)
C4H5NO | ωB97M-V/def2-TZVPD

Structure (XYZ):
```
11
C4H5NO, DFT ωB97M-V/def2-TZVPD
N -2.099 -0.671 -0.165
C -1.763 0.507 0.153
O -0.481 0.900 0.229
C 0.431 -0.148 -0.086
C 1.833 0.240 0.003
C 3.031 0.136 0.037
H -3.110 -0.767 -0.172
H -2.421 1.343 0.398
H 0.222 -0.522 -1.092
H 0.280 -0.978 0.610
H 4.078 -0.042 0.083
```

Summary:
Lowest unoccupied orbital energy = 0.0350 hartree
Frontier orbital gap = 11.107 eV
SMILES = [H]/N=C/OCC#C
Energy above the lowest of the compared OMol25 structures with the same formula, charge and spin = 2.5866 eV

These are the Mulliken partial charges, in e, on atoms 1 to 2: -0.586 0.093



(3)
C4H5NO | ωB97M-V/def2-TZVPD

Structure (XYZ):
```
11
C4H5NO, DFT ωB97M-V/def2-TZVPD
O 0.729 -1.085 1.932
C 0.445 -0.568 0.893
C 1.013 -0.436 -0.534
C -0.230 0.402 -0.804
N -0.922 -0.171 0.366
C -0.282 1.218 0.433
H 1.963 0.093 -0.618
H 1.049 -1.418 -1.026
H -0.772 0.519 -1.736
H -1.892 -0.403 0.543
H -1.050 1.986 0.532
```

Summary:
Lowest unoccupied orbital energy = 0.0273 hartree
Frontier orbital gap = 8.894 eV
Energy above the lowest of the compared OMol25 structures with the same formula, charge and spin = 4.4166 eV

These are the Mulliken partial charges, in e, on atoms 1 to 2: -0.542 0.368



(4)
C4H5NO | ωB97M-V/def2-TZVPD

Structure (XYZ):
```
11
C4H5NO, DFT ωB97M-V/def2-TZVPD
C 0.918 1.245 0.952
C 0.049 0.248 0.267
C -0.971 -0.567 0.758
C -1.290 -1.202 -0.432
N -0.576 -0.779 -1.530
O 0.336 0.131 -1.058
H 0.838 2.230 0.480
H 0.604 1.310 1.993
H 1.969 0.935 0.904
H -0.070 -1.501 -2.032
H -2.025 -1.974 -0.658
```

Summary:
Lowest unoccupied orbital energy = 0.0115 hartree
Frontier orbital gap = 8.434 eV
SMILES = CC1=C=CNO1
Energy above the lowest of the compared OMol25 structures with the same formula, charge and spin = 4.0787 eV

These are the Mulliken partial charges, in e, on atoms 1 to 2: -1.051 0.841



(5)
C4H5NO | ωB97M-V/def2-TZVPD

Structure (XYZ):
```
11
C4H5NO, DFT ωB97M-V/def2-TZVPD
O -0.289 1.688 -0.945
C 0.700 1.012 -0.810
C 0.864 0.116 0.396
C -0.349 -0.871 0.412
C -1.621 -0.277 -0.019
N -2.703 -0.007 -0.319
H 1.469 0.975 -1.604
H 0.808 0.721 1.307
H 1.848 -0.373 0.391
H -0.531 -1.242 1.425
H -0.195 -1.744 -0.234
```

Summary:
Lowest unoccupied orbital energy = 0.0177 hartree
Frontier orbital gap = 10.663 eV
SMILES = N#CCCC=O
Energy above the lowest of the compared OMol25 structures with the same formula, charge and spin = 1.0272 eV

These are the Mulliken partial charges, in e, on atoms 1 to 2: -0.433 -0.031



(6)
C4H5NO | ωB97M-V/def2-TZVPD

Structure (XYZ):
```
11
C4H5NO, DFT ωB97M-V/def2-TZVPD
N 1.934 -0.185 0.282
C 0.600 -0.197 -0.013
C -0.398 0.743 0.184
C -1.644 0.014 -0.334
C -1.317 -1.283 -0.723
O 0.092 -1.320 -0.491
H 2.476 -0.883 -0.208
H 2.376 0.720 0.326
H -0.297 1.785 0.454
H -2.617 0.483 -0.386
H -1.205 0.124 0.909
```

Summary:
Lowest unoccupied orbital energy = 0.0227 hartree
Frontier orbital gap = 8.756 eV
Energy above the lowest of the compared OMol25 structures with the same formula, charge and spin = 4.4257 eV

These are the Mulliken partial charges, in e, on atoms 1 to 2: -0.478 0.629